1.
# C5H10NO

The ion C5H10NO with charge +1 at a distorted geometry (ωB97M-V/def2-TZVPD, the Open Molecules 2025 dataset).

The geometry in XYZ format:
```
17
Properties=species:S:1:pos:R:3:nbo_charge:R:1
C -1.945 -0.598 1.783 0.120
N -1.304 -0.502 0.685 -0.374
C -0.978 0.663 -0.122 -0.246
C 0.518 0.956 0.009 -0.419
C 1.421 0.392 -1.099 -0.518
C 1.573 -1.117 -1.134 0.473
O 0.823 -1.870 -0.570 -0.576
H -1.739 -1.387 2.492 0.246
H -2.424 0.332 2.073 0.213
H -0.905 -1.391 0.352 0.468
H -1.304 0.503 -1.155 0.247
H -1.543 1.525 0.257 0.235
H 0.727 2.021 0.077 0.255
H 0.939 0.524 0.915 0.229
H 1.178 0.743 -2.101 0.250
H 2.452 0.683 -0.888 0.250
H 2.511 -1.480 -1.575 0.147
```

Summary:
- Total charge: +1
- SMILES string: C=[NH+]CCCC=O
- Gap between HOMO and LUMO: 9.028 eV
- E_HOMO: -14.04 eV
- 2S+1: 1
- ΔE to the lowest compared entry with this formula, charge and spin: 36.32 kcal per mole

=====

2.
# C5H14

A cluster of 2 separate species, C5H14 in total at a distorted geometry (ωB97M-V/def2-TZVPD, the Open Molecules 2025 dataset).

The geometry in XYZ format:
```
19
Properties=species:S:1:pos:R:3:nbo_charge:R:1
C 2.450 0.614 1.348 -0.608
C 0.961 0.707 1.050 -0.400
C 0.722 1.375 -0.325 -0.608
H 2.935 0.410 0.396 0.201
H 2.863 1.528 1.757 0.206
H 2.695 -0.199 2.029 0.209
H 0.386 1.290 1.766 0.195
H 0.496 -0.275 1.056 0.196
H 1.452 2.168 -0.456 0.204
H -0.283 1.752 -0.479 0.204
H 0.790 0.611 -1.112 0.201
C -1.887 -1.812 -1.533 -0.619
C -2.147 -0.772 -0.452 -0.623
H -1.384 -1.378 -2.403 0.205
H -1.249 -2.646 -1.236 0.206
H -2.822 -2.244 -1.882 0.208
H -1.667 0.190 -0.548 0.210
H -3.204 -0.644 -0.201 0.208
H -1.731 -1.126 0.493 0.203
```

Summary:
- SMILES string: CCC.CC
- Gap between HOMO and LUMO: 12.502 eV
- E_HOMO: -11.37 eV
- 2S+1: 1
- ΔE to the lowest compared entry with this formula, charge and spin: 8.74 kcal per mole

=====

3.
# C5H11NO2

A structure of composition C5H11NO2 at a distorted geometry (ωB97M-V/def2-TZVPD, the Open Molecules 2025 dataset).

The geometry in XYZ format:
```
19
Properties=species:S:1:pos:R:3:nbo_charge:R:1
C -1.531 -0.104 -0.217 0.471
C 0.557 -0.001 0.003 0.233
C -0.412 0.356 -1.099 -0.540
C 0.141 0.568 1.227 -0.259
C 1.200 -1.358 -0.035 -0.655
N 1.972 1.205 0.361 -1.031
O -2.560 0.828 -0.099 -0.731
O -1.977 -1.410 -0.366 -0.740
H -3.118 0.558 0.640 0.482
H -2.422 -1.505 -1.227 0.458
H 1.900 2.169 0.049 0.360
H 2.864 0.970 0.791 0.365
H -0.269 -0.219 -2.014 0.218
H -0.449 1.423 -1.313 0.241
H -0.366 1.520 1.276 0.221
H 0.398 0.096 2.165 0.211
H 0.433 -2.133 -0.063 0.247
H 1.821 -1.518 0.846 0.219
H 1.821 -1.443 -0.927 0.228
```

Summary:
- Gap between HOMO and LUMO (alpha / beta): 7.286 / 7.075 eV
- E_HOMO (alpha / beta): -6.57 / -6.42 eV
- 2S+1: 1
- ΔE to the lowest compared entry with this formula, charge and spin: 141.81 kcal per mole

=====

4.
# C30H64BrN11O3P2S

A structure of composition C30H64BrN11O3P2S at a distorted geometry (ωB97M-V/def2-TZVPD, the Open Molecules 2025 dataset).

The geometry in XYZ format:
```
112
Properties=species:S:1:pos:R:3:lowdin_charge:R:1
C 2.919 3.385 1.066 -0.107
C 4.383 3.136 0.715 -0.224
C 4.647 3.458 -0.761 -0.234
O 3.619 3.025 -1.630 -0.134
C 3.825 1.720 -2.190 -0.131
C 2.658 0.831 -1.814 -0.120
C 2.639 0.178 -0.621 -0.005
C 1.553 -0.654 -0.183 -0.137
C 1.549 -1.398 1.146 -0.202
C 2.787 -1.295 2.033 -0.690
C 2.997 0.138 2.566 -0.116
Br 4.387 -2.041 1.184 0.765
C 0.446 -0.811 -0.998 -0.111
C -0.746 -1.649 -0.570 -0.132
C -2.119 -1.116 -1.024 -0.215
C -2.377 0.333 -0.607 -0.197
C -3.885 0.595 -0.373 -0.209
N -4.413 1.885 -0.823 0.014
C -4.118 3.020 -0.011 -0.530
N -4.833 4.060 -0.086 0.133
N -3.021 3.040 0.903 0.091
C 0.468 -0.162 -2.267 -0.285
N -0.484 -0.218 -3.201 -0.239
S -0.014 0.661 -4.446 1.026
N 1.411 1.201 -3.912 -0.205
C 1.562 0.664 -2.706 -0.308
H 2.228 2.710 0.563 0.057
H 2.732 3.354 2.140 0.071
H 2.667 4.397 0.733 0.081
H 4.734 2.133 0.968 0.084
H 4.967 3.842 1.314 0.109
H 5.629 3.097 -1.079 0.118
H 4.648 4.550 -0.823 0.121
H 4.775 1.283 -1.879 0.128
H 3.815 1.874 -3.271 0.119
H 3.499 0.300 0.022 0.068
H 1.422 -2.457 0.898 0.118
H 0.683 -1.135 1.757 0.123
H 2.603 -1.927 2.899 0.076
H 2.285 0.800 2.072 0.063
H 4.000 0.501 2.366 0.051
H 2.782 0.162 3.633 0.085
H -0.617 -2.694 -0.869 0.129
H -0.797 -1.655 0.517 0.095
H -2.280 -1.261 -2.088 0.094
H -2.853 -1.729 -0.488 0.111
H -1.972 1.027 -1.348 0.099
H -1.853 0.543 0.332 0.103
H -4.421 -0.166 -0.948 0.109
H -4.165 0.450 0.670 0.116
H -4.208 2.060 -1.799 0.093
H -5.567 3.920 -0.779 0.041
H -2.166 2.903 0.377 0.073
H -3.113 2.350 1.636 0.074
O 4.018 -3.512 5.461 -0.305
P 4.757 -4.810 5.700 0.722
N 4.897 -5.382 4.078 -0.338
C 3.698 -5.612 3.287 -0.118
C 5.842 -4.571 3.315 -0.164
N 3.568 -5.608 6.645 -0.324
C 2.878 -6.812 6.248 -0.142
C 2.695 -4.756 7.440 -0.145
N 5.977 -5.969 6.287 -0.297
C 7.001 -5.327 7.126 -0.142
C 6.599 -6.989 5.456 -0.139
H 3.980 -5.969 2.294 0.085
H 3.086 -4.709 3.164 0.075
H 3.082 -6.397 3.720 0.054
H 6.776 -4.439 3.876 0.075
H 5.437 -3.578 3.101 -0.004
H 6.102 -5.065 2.376 0.087
H 2.027 -6.596 5.588 0.078
H 2.489 -7.334 7.128 0.081
H 3.540 -7.519 5.746 0.072
H 1.870 -4.337 6.848 0.081
H 3.250 -3.927 7.873 0.069
H 2.272 -5.327 8.270 0.079
H 7.693 -4.716 6.534 0.076
H 7.578 -6.071 7.676 0.077
H 6.524 -4.675 7.866 0.078
H 7.321 -6.585 4.736 0.076
H 5.861 -7.573 4.915 0.070
H 7.132 -7.683 6.113 0.087
O -4.439 3.239 -6.560 -0.295
P -5.544 3.292 -5.532 0.720
N -6.502 4.577 -6.177 -0.344
C -5.916 5.896 -6.360 -0.119
C -7.178 4.166 -7.401 -0.146
N -4.600 3.718 -4.164 -0.318
C -4.726 4.957 -3.428 -0.134
C -3.215 3.269 -4.168 -0.154
N -6.852 2.769 -4.440 -0.297
C -7.091 1.319 -4.508 -0.142
C -8.121 3.466 -4.294 -0.139
H -6.666 6.574 -6.772 0.082
H -5.051 5.890 -7.035 0.088
H -5.615 6.332 -5.410 0.054
H -7.674 3.199 -7.257 0.072
H -6.482 4.062 -8.241 0.083
H -7.954 4.886 -7.669 0.084
H -4.171 5.773 -3.909 0.082
H -4.329 4.842 -2.416 0.054
H -5.767 5.261 -3.312 0.077
H -2.568 3.933 -4.755 0.087
H -3.133 2.266 -4.584 0.062
H -2.825 3.223 -3.146 0.069
H -7.592 1.029 -5.438 0.075
H -7.700 0.985 -3.666 0.078
H -6.140 0.780 -4.454 0.076
H -8.787 3.345 -5.157 0.076
H -7.980 4.527 -4.114 0.070
H -8.632 3.060 -3.416 0.087
```

Summary:
- Gap between HOMO and LUMO: 7.735 eV
- E_HOMO: -8.21 eV
- 2S+1: 1

=====

5.
# C22H44Cl10O5

A cluster of 10 separate species, C22H44Cl10O5 in total at a distorted geometry (ωB97M-V/def2-TZVPD, the Open Molecules 2025 dataset).

The geometry in XYZ format:
```
81
Properties=species:S:1:pos:R:3:lowdin_charge:R:1
C 9.758 -11.871 14.437 -0.171
C 8.725 -12.261 15.485 -0.203
C 7.749 -11.158 15.608 -0.167
O 7.947 -10.329 14.401 -0.172
C 8.900 -10.991 13.538 -0.194
H 10.233 -12.722 13.949 0.119
H 10.566 -11.258 14.836 0.050
H 9.258 -12.587 16.379 0.107
H 8.293 -13.175 15.076 0.114
H 8.141 -10.633 16.479 0.107
H 6.718 -11.503 15.688 0.117
H 9.343 -10.320 12.802 0.118
H 8.333 -11.722 12.961 0.113
C 6.048 -9.039 19.481 -0.146
C 5.535 -9.056 18.057 -0.187
C 5.895 -7.708 17.510 -0.181
O 5.787 -6.859 18.658 -0.158
C 5.725 -7.565 19.856 -0.226
H 7.126 -9.197 19.446 0.086
H 5.650 -9.821 20.129 0.112
H 4.482 -9.334 18.060 0.120
H 6.030 -9.788 17.418 0.088
H 5.181 -7.410 16.742 0.108
H 6.930 -7.612 17.182 0.096
H 4.701 -7.434 20.208 0.115
H 6.376 -7.154 20.628 0.101
C 7.567 -3.353 18.301 -0.014
C 8.940 -2.873 17.877 -0.439
C 8.951 -1.805 16.814 -0.017
O 10.036 -3.299 18.310 0.000
H 7.012 -2.677 18.952 0.092
H 7.656 -4.317 18.803 0.070
H 6.890 -3.494 17.459 0.080
H 9.897 -1.839 16.273 0.044
H 8.881 -0.880 17.387 0.097
H 8.106 -1.851 16.127 0.085
C 14.128 -6.180 12.605 -0.023
C 14.785 -7.468 12.231 -0.524
C 15.787 -8.023 13.129 -0.054
O 14.453 -8.157 11.268 0.053
H 14.798 -5.515 13.149 0.084
H 13.269 -6.408 13.236 0.058
H 13.654 -5.670 11.766 0.091
H 16.238 -8.935 12.739 0.092
H 15.340 -8.238 14.100 0.045
H 16.610 -7.322 13.272 0.089
C 9.860 -7.718 14.533 -0.051
C 8.639 -6.878 14.618 -0.470
C 8.623 -6.039 15.914 -0.037
O 7.782 -6.841 13.770 0.067
H 10.093 -8.223 15.470 0.049
H 10.747 -7.112 14.352 0.053
H 9.708 -8.493 13.782 0.064
H 7.676 -5.509 16.016 0.073
H 9.313 -5.219 15.715 0.015
H 8.858 -6.606 16.814 0.032
Cl 4.343 -5.468 14.314 0.499
C 5.177 -4.820 12.906 -1.049
Cl 3.960 -4.424 11.701 0.501
H 5.684 -3.889 13.162 0.027
H 5.864 -5.591 12.558 -0.004
Cl 11.344 -4.101 14.581 0.517
C 12.411 -3.230 15.805 -0.969
Cl 12.728 -1.554 15.379 0.530
H 11.999 -3.204 16.814 -0.004
H 13.369 -3.742 15.893 0.024
Cl 4.533 -8.314 12.012 0.511
C 5.212 -9.174 13.420 -0.986
Cl 3.939 -9.983 14.404 0.481
H 5.814 -9.992 13.024 0.011
H 5.718 -8.424 14.027 -0.004
Cl 11.388 -10.278 17.304 0.491
C 13.022 -10.168 16.482 -0.896
Cl 12.875 -9.211 14.978 0.569
H 13.677 -9.577 17.121 0.021
H 13.417 -11.179 16.383 0.038
Cl 11.765 -6.254 18.224 0.518
C 10.825 -6.169 19.717 -1.011
Cl 9.383 -7.138 19.523 0.569
H 11.452 -6.597 20.499 0.027
H 10.532 -5.158 19.999 0.021
```

Summary:
- SMILES string: C1CCOC1.C1CCOC1.CC(C)=O.CC(C)=O.CC(C)=O.ClCCl.ClCCl.ClCCl.ClCCl.ClCCl
- Gap between HOMO and LUMO: 9.575 eV
- E_HOMO: -9.41 eV
- 2S+1: 1

=====

6.
# C6H10N2

An isolated molecule of C6H10N2 at a distorted geometry (ωB97M-V/def2-TZVPD, the Open Molecules 2025 dataset).

The geometry in XYZ format:
```
18
Properties=species:S:1:pos:R:3:nbo_charge:R:1
H -2.179 1.121 -0.209 0.342
N -1.483 1.473 0.445 -0.602
C -0.546 0.634 0.719 0.185
C 0.420 1.007 1.765 -0.231
C 1.270 0.177 2.356 -0.352
C -0.535 -0.768 0.259 0.303
C 0.583 -0.406 -0.952 -0.484
C -0.138 0.005 -2.224 -0.615
N -1.322 -1.712 0.342 -0.601
H -1.232 -2.492 -0.307 0.354
H 0.360 2.051 2.045 0.224
H 1.335 -0.867 2.086 0.195
H 1.946 0.515 3.125 0.208
H 1.387 0.291 -0.722 0.228
H 1.073 -1.377 -1.080 0.209
H 0.566 0.058 -3.056 0.218
H -0.922 -0.705 -2.490 0.206
H -0.582 0.996 -2.103 0.214
```

Summary:
- SMILES string: [H]/N=C(C=C)\C(CC)=N\[H]
- Gap between HOMO and LUMO: 9.714 eV
- E_HOMO: -9.07 eV
- 2S+1: 1
- ΔE to the lowest compared entry with this formula, charge and spin: 59.56 kcal per mole

=====

7.
# C41H74F2N3O11

A cluster of 9 separate species, C41H74F2N3O11 in total (ωB97M-V/def2-TZVPD, the Open Molecules 2025 dataset).

The geometry in XYZ format:
```
131
Properties=species:S:1:pos:R:3:lowdin_charge:R:1
C 2.520 -2.671 5.112 -0.119
N 1.522 -2.222 4.135 -0.075
C 0.676 -1.167 4.679 -0.165
C 0.176 -0.206 3.633 -0.068
C -1.140 -0.275 3.213 -0.072
C -2.121 -1.326 3.687 0.001
C -3.151 -0.802 4.668 -0.445
O -4.174 -1.333 4.914 0.202
F -2.780 0.345 5.261 0.128
C -1.579 0.656 2.276 -0.046
C -2.972 0.613 1.730 -0.407
O -3.892 1.214 2.178 0.233
O -3.145 -0.119 0.580 0.135
F -1.962 -0.884 0.467 -0.023
C -0.719 1.613 1.809 0.082
C 0.583 1.665 2.239 -0.145
C 1.463 2.736 1.669 -0.088
C 1.961 3.861 2.609 -0.143
C 0.974 4.432 3.638 -0.401
C -0.372 4.851 3.023 -0.039
C 0.782 3.564 4.886 -0.066
N 1.015 0.729 3.113 0.081
C 2.453 0.738 3.462 -0.069
C 3.365 0.257 2.287 -0.214
N 4.276 -0.791 2.747 0.027
H 3.110 -1.843 5.520 0.066
H 3.230 -3.348 4.653 0.075
H 2.028 -3.178 5.940 0.091
H 2.028 -1.846 3.343 0.069
H -0.165 -1.586 5.216 0.119
H 1.224 -0.564 5.421 0.130
H -1.640 -2.209 4.091 0.137
H -2.686 -1.672 2.823 0.137
H -1.069 2.331 1.078 0.124
H 2.330 2.292 1.183 0.115
H 0.897 3.207 0.869 0.116
H 2.883 3.592 3.126 0.103
H 2.241 4.682 1.947 0.126
H 1.438 5.349 4.007 0.132
H -1.141 4.880 3.790 0.086
H -0.658 4.234 2.175 0.046
H -0.273 5.861 2.627 0.088
H 0.347 4.157 5.687 0.087
H 0.128 2.707 4.711 0.069
H 1.747 3.208 5.254 0.076
H 2.645 0.073 4.293 0.099
H 2.720 1.734 3.783 0.100
H 3.972 1.110 1.994 0.113
H 2.746 -0.064 1.447 0.109
H 5.219 -0.596 2.436 0.080
H 4.039 -1.690 2.344 0.074
C -5.483 -2.387 -3.914 -0.020
C -4.101 -2.191 -3.349 -0.499
O -3.104 -2.467 -3.976 0.065
C -4.004 -1.630 -1.949 -0.030
H -5.415 -2.792 -4.920 0.079
H -6.053 -3.078 -3.292 0.088
H -6.013 -1.433 -3.946 0.089
H -4.509 -2.289 -1.241 0.093
H -4.472 -0.645 -1.904 0.086
H -2.955 -1.545 -1.682 0.053
C 7.082 -3.604 7.671 -0.014
C 6.323 -2.910 6.574 -0.483
O 5.212 -3.261 6.240 0.049
C 7.017 -1.753 5.899 -0.013
H 6.480 -4.415 8.073 0.083
H 8.016 -4.002 7.273 0.070
H 7.314 -2.897 8.470 0.090
H 7.952 -2.097 5.454 0.069
H 7.248 -0.978 6.632 0.088
H 6.369 -1.341 5.126 0.064
C -2.521 5.346 -2.437 -0.017
C -2.119 4.249 -1.493 -0.480
O -1.253 4.411 -0.656 0.045
C -2.848 2.936 -1.633 -0.010
H -1.930 6.237 -2.235 0.085
H -2.360 5.027 -3.466 0.081
H -3.579 5.574 -2.311 0.091
H -2.704 2.535 -2.636 0.083
H -3.917 3.084 -1.481 0.096
H -2.469 2.224 -0.900 0.053
C -6.485 -6.575 -5.241 -0.024
C -7.373 -5.580 -5.949 -0.507
O -7.859 -4.637 -5.368 0.059
C -7.623 -5.819 -7.418 -0.024
H -6.385 -6.294 -4.195 0.078
H -6.918 -7.574 -5.305 0.086
H -5.499 -6.594 -5.706 0.086
H -8.099 -6.790 -7.563 0.086
H -6.679 -5.811 -7.965 0.085
H -8.272 -5.040 -7.809 0.082
C -5.753 4.581 -6.160 -0.014
C -4.657 3.876 -5.402 -0.487
O -4.641 3.853 -4.190 0.045
C -3.587 3.211 -6.226 -0.012
H -6.460 5.021 -5.461 0.083
H -5.326 5.367 -6.785 0.088
H -6.277 3.872 -6.803 0.086
H -3.083 3.945 -6.854 0.073
H -4.032 2.452 -6.872 0.084
H -2.858 2.737 -5.571 0.079
C -3.812 5.161 -10.983 -0.021
C -3.366 4.057 -10.056 -0.502
O -2.493 4.230 -9.237 0.055
C -4.062 2.725 -10.202 -0.023
H -3.238 6.062 -10.780 0.083
H -3.658 4.862 -12.021 0.088
H -4.873 5.368 -10.837 0.086
H -3.919 2.337 -11.212 0.087
H -5.133 2.840 -10.026 0.085
H -3.651 2.017 -9.486 0.075
C 0.433 -1.854 -0.849 -0.025
C 1.644 -2.756 -0.833 -0.495
O 2.714 -2.354 -0.433 0.055
C 1.452 -4.166 -1.327 -0.014
H 0.711 -0.872 -0.468 0.070
H 0.049 -1.752 -1.865 0.096
H -0.346 -2.287 -0.223 0.071
H 1.112 -4.156 -2.364 0.092
H 0.699 -4.675 -0.722 0.089
H 2.392 -4.707 -1.261 0.085
C 11.580 -3.506 4.116 -0.020
C 11.157 -3.050 5.490 -0.495
O 10.131 -3.442 6.000 0.051
C 12.073 -2.087 6.201 -0.019
H 10.841 -4.195 3.715 0.082
H 11.674 -2.648 3.450 0.086
H 12.547 -4.008 4.171 0.088
H 12.186 -1.174 5.613 0.086
H 13.058 -2.536 6.332 0.088
H 11.659 -1.839 7.175 0.082
```

Summary:
- Total charge: +1
- Gap between HOMO and LUMO: 7.286 eV
- E_HOMO: -10.94 eV
- 2S+1: 1

=====

8.
# C11H19F9GaINS

A structure of composition C11H19F9GaINS at a distorted geometry (ωB97M-V/def2-TZVPD, the Open Molecules 2025 dataset).

The geometry in XYZ format:
```
43
Properties=species:S:1:pos:R:3:nbo_charge:R:1
F 2.915 -1.341 1.097 -0.323
C 1.990 -0.386 1.264 0.635
F 1.640 -0.457 2.576 -0.330
C 0.709 -0.664 0.479 -0.480
C -0.560 -0.061 1.119 -0.417
C -1.568 -1.134 1.569 -0.394
C -2.107 -1.928 0.351 -0.862
Ga -3.379 -0.789 -0.818 0.836
C -4.796 0.017 0.453 -0.888
C -4.975 1.518 0.137 -0.435
C -5.253 2.355 1.417 -0.466
I -3.369 2.770 2.401 0.001
C 2.562 1.047 1.092 0.476
F 3.278 1.327 2.178 -0.308
F 1.642 1.952 1.051 -0.275
S 3.730 1.310 -0.378 2.353
F 3.110 0.130 -1.212 -0.457
F 4.865 0.407 0.242 -0.458
F 4.383 2.560 0.371 -0.469
F 2.708 2.328 -1.034 -0.459
F 4.694 1.588 -1.602 -0.460
H 0.791 -0.359 -0.564 0.234
H 0.617 -1.752 0.501 0.242
H -1.078 0.487 0.324 0.236
H -0.364 0.678 1.895 0.206
H -1.032 -1.841 2.223 0.166
H -2.364 -0.635 2.124 0.204
H -2.663 -2.776 0.768 0.197
H -1.261 -2.300 -0.235 0.181
H -2.580 0.366 -1.618 -0.348
H -4.172 -1.716 -1.891 -0.340
H -4.440 -0.104 1.485 0.187
H -5.752 -0.510 0.381 0.199
H -5.802 1.700 -0.558 0.198
H -4.057 1.909 -0.304 0.208
H -5.745 3.285 1.135 0.201
H -5.846 1.772 2.116 0.210
C 5.892 -1.502 -3.195 -0.724
C 4.963 -2.385 -3.886 0.285
N 4.234 -3.084 -4.430 -0.325
H 6.850 -1.992 -3.026 0.248
H 6.086 -0.598 -3.772 0.253
H 5.506 -1.193 -2.224 0.262
```

Summary:
- Total charge: -1
- Gap between HOMO and LUMO: 6.656 eV
- E_HOMO: -4.61 eV
- 2S+1: 1